DFT (ωB97M-V with the def2-TZVPD basis set) results for a cluster of 2 separate species, C7H17N2O5 in total.

## Properties
Net charge: +1
Energy above the lowest of the compared OMol25 structures with the same formula, charge and spin (eV): 0.544
LUMO level (hartree): -0.1619
Orbital gap (eV): 7.5

Geometry as XYZ:
```
31
Properties=species:S:1:pos:R:3:forces:R:3
C -1.320 3.502 2.311 -0.254 -0.176 -0.354
N -2.433 2.586 1.926 1.194 -0.655 0.774
C -1.862 1.444 1.247 0.027 0.408 0.082
O -2.526 1.157 -0.016 0.090 -1.643 0.609
C -1.722 1.278 -1.076 -1.049 -1.473 1.139
O -1.476 2.306 -1.523 1.269 4.071 -2.186
O -1.234 0.153 -1.682 0.032 -0.729 0.509
C -0.465 -0.666 -0.836 0.502 -1.340 0.396
C 1.033 -0.423 -1.035 0.112 0.957 -1.033
O 1.856 -1.302 -0.289 -0.637 -1.097 -0.291
C 1.759 -1.101 1.067 0.345 -3.068 0.075
C 1.765 -2.312 1.971 0.308 -0.239 -0.998
O 1.643 -0.041 1.511 -0.635 4.102 1.153
H -0.965 3.965 1.391 0.041 0.306 0.178
H -0.479 2.971 2.777 -0.077 0.009 -0.035
H -1.674 4.237 3.031 -0.081 0.135 -0.248
H -2.756 2.219 2.817 -0.576 0.161 -0.198
H -0.807 1.632 1.024 -0.036 0.029 -0.016
H -1.911 0.536 1.857 -0.251 0.009 -0.161
H -0.658 -1.715 -1.095 -0.181 0.085 -0.009
H -0.694 -0.584 0.229 -0.283 0.248 -0.132
H 1.297 0.622 -0.862 -0.053 -0.021 0.169
H 1.268 -0.604 -2.099 0.079 0.151 0.423
H 2.450 -3.065 1.580 -0.034 -0.081 0.271
H 2.028 -1.968 2.965 0.144 -0.114 0.017
H 0.762 -2.742 2.005 0.029 0.023 -0.102
N 1.423 -2.417 -3.840 -0.006 -0.137 -0.070
H 2.321 -2.192 -4.276 -0.012 0.012 0.015
H 0.976 -3.180 -4.355 0.012 0.018 -0.004
H 1.581 -2.704 -2.868 0.001 0.068 0.020
H 0.819 -1.590 -3.857 -0.021 -0.016 0.007
```
Positions in Å, forces in eV/Å.